DFT (ωB97M-V/def2-TZVPD) results for one molecule with the formula C5H9N3 in a non-equilibrium geometry.

The spin multiplicity is 1. Its relative energy (zero: lowest compared OMol25 entry of this formula, charge and spin) is 700.3 kJ/mol. Its structure (SMILES) is CN1C=N[C@H]2C[C@H]2N1.

Geometry (Å):
1 H 2.828 1.107 1.271
2 H -0.920 0.839 1.808
3 H -2.193 -0.624 -1.627
4 N -1.153 -0.163 -0.070
5 N 0.807 -0.070 -1.306
6 C 1.697 -0.164 -0.147
7 H -2.906 -1.703 0.237
8 C 0.943 -0.059 1.083
9 C -0.529 0.143 -1.253
10 C 1.878 1.086 0.641
11 H 1.075 -0.754 1.954
12 C -2.518 -0.665 -0.366
13 N -0.487 -0.034 1.166
14 H 1.058 1.823 0.459
15 H -1.070 0.104 -2.159
16 H 2.464 -1.107 -0.104
17 H -3.325 0.141 -0.115

DFT (ωB97M-V/def2-TZVPD) results for C2H4N2OS as an isolated structure in a non-equilibrium geometry.

The spin multiplicity is 1. Its relative energy (zero: lowest compared OMol25 entry of this formula, charge and spin) is 594.5 kJ/mol.

Geometry (Å):
1 C -0.685 -1.456 -0.420
2 H 1.725 1.235 -0.027
3 O 0.024 -0.514 -1.217
4 N 0.788 1.613 0.096
5 H -0.532 -2.550 -0.712
6 C -1.610 -0.854 0.384
7 N -0.348 0.788 -1.045
8 H -2.458 -1.239 0.959
9 H 0.825 2.506 -0.539
10 S -1.715 0.890 0.013

DFT (ωB97M-V/def2-TZVPD) results for a 7-piece molecular cluster, C29H64FNO27PS7 overall in a non-equilibrium geometry.

As for the charge: -1. The calculation puts the energy at -6457.84424 a.u. The spin multiplicity is 1.

Geometry (Å):
1 H -7.145 1.876 4.052
2 H 6.451 -4.994 -3.663
3 H -8.594 -5.158 -2.109
4 C 2.354 -2.597 -2.515
5 H 2.421 -2.909 -3.560
6 H -5.912 4.639 4.906
7 H 15.937 -4.285 -6.402
8 H -9.049 3.069 0.720
9 O 12.549 -3.030 -7.403
10 C 9.432 -1.664 -8.264
11 O 6.779 -1.937 -4.834
12 H 1.472 -0.978 -1.375
13 C 14.785 -6.022 -5.812
14 H -1.026 1.195 4.829
15 S 5.854 -1.633 -3.542
16 N 0.256 2.455 3.601
17 C -4.546 -1.103 1.178
18 P -0.415 1.460 2.231
19 O -7.653 -2.250 -3.306
20 H 9.231 -1.124 -9.186
21 H 13.789 -6.240 -5.421
22 C -6.595 -0.232 2.472
23 H -3.498 0.618 2.037
24 O -0.335 -4.543 -2.616
25 H -7.365 1.739 -0.245
26 C 15.076 -4.535 -5.775
27 O -6.108 -1.918 -1.406
28 H -9.422 1.332 2.800
29 O -7.097 9.867 8.182
30 C -8.278 2.739 1.451
31 F 3.692 1.417 1.434
32 C 1.049 1.067 5.586
33 H 14.220 -3.937 -6.081
34 O -5.357 8.662 9.516
35 H -0.178 0.288 3.063
36 C -5.771 -1.520 2.074
37 H 8.501 -2.093 -7.884
38 S 0.468 4.284 0.944
39 O 0.680 5.165 2.126
40 H -8.433 -3.811 -4.433
41 O -8.402 -0.913 -1.377
42 O -7.150 7.400 8.377
43 H -8.648 2.264 4.931
44 C -7.887 -3.645 -3.507
45 H 5.246 -4.230 -4.727
46 S 11.147 -3.060 -7.129
47 H 2.542 2.782 2.400
48 H -6.298 5.027 3.187
49 H 1.393 1.552 0.384
50 H 2.704 1.158 3.193
51 H -7.171 -0.390 3.408
52 O 15.424 -4.260 -4.414
53 C -7.537 0.193 1.269
54 H -9.724 -3.806 -2.366
55 S -7.497 -1.958 -1.722
56 H -7.247 5.736 7.133
57 H -6.919 -4.149 -3.560
58 H -0.396 2.694 5.568
59 S -6.246 8.741 8.403
60 H -2.072 -1.786 0.935
61 H -9.801 3.056 2.949
62 O -7.728 3.931 4.183
63 H -7.826 7.271 6.443
64 H -3.667 -0.778 3.150
65 O 10.747 -1.717 -6.330
66 H 9.392 -0.179 -6.672
67 H -0.329 3.294 3.588
68 O 10.354 -2.735 -8.498
69 H -4.928 -0.311 0.498
70 C 6.107 -4.050 -4.078
71 C 2.525 1.685 2.243
72 O 0.018 5.148 -0.211
73 O 5.698 -3.161 -3.034
74 H 7.345 -3.671 -5.829
75 H -1.398 -1.379 2.528
76 H 1.415 -0.732 -3.136
77 O -8.098 -3.364 -1.193
78 C -1.978 -0.964 1.681
79 H -4.189 -1.931 0.539
80 C -8.028 2.544 4.045
81 H 3.340 -2.326 -2.154
82 C -0.120 1.841 4.900
83 H 0.584 0.423 6.377
84 H -5.822 0.553 2.645
85 C -3.424 -0.483 2.101
86 O 15.504 -5.906 -2.573
87 O -0.184 -3.517 -0.335
88 H 8.152 -3.358 -4.273
89 H -5.594 7.086 5.502
90 C 1.304 1.170 1.438
91 C -1.275 0.257 0.973
92 H -8.601 -0.057 1.438
93 C -6.351 4.232 3.971
94 O 6.626 -0.917 -2.583
95 C 10.104 -0.796 -7.217
96 H 1.438 0.064 1.345
97 C -8.957 2.339 2.798
98 H -7.681 3.658 1.672
99 C 1.351 -1.472 -2.342
100 H -0.556 -0.093 0.186
101 H -7.219 -0.420 0.390
102 O 17.576 -5.347 -3.859
103 C -7.268 1.684 0.866
104 S 0.213 -3.589 -1.704
105 C -5.672 7.135 6.586
106 H -6.229 1.976 1.121
107 H -1.749 1.614 2.843
108 H -4.930 6.470 7.034
109 O 4.580 -1.180 -4.006
110 C -7.066 6.807 7.077
111 H -1.689 3.526 1.618
112 O 10.510 -4.168 -6.490
113 H -5.740 3.391 3.589
114 H 1.694 3.780 0.569
115 H 1.694 1.785 6.132
116 C -0.815 3.009 1.156
117 H -1.148 2.740 0.129
118 H -2.095 0.775 0.409
119 H 10.870 -0.158 -7.663
120 O 0.073 -2.119 -2.356
121 O -5.413 8.465 7.045
122 O 15.750 -6.612 -4.935
123 H -6.456 -2.183 1.500
124 C -8.671 -4.087 -2.284
125 H 1.599 0.378 4.921
126 O 1.826 -3.689 -1.754
127 H 14.879 -6.437 -6.814
128 C 7.204 -3.304 -4.814
129 S 16.165 -5.552 -3.786
130 H -5.423 -2.052 2.987

DFT (ωB97M-V/def2-TZVPD) results for C23H49CuIN2O as an isolated structure in a non-equilibrium geometry.

As for the charge: +2. The calculation puts the energy at -3028.00215 a.u. The spin multiplicity is 2. Its expectation value of S² is 0.754.

Geometry (Å):
1 C -2.686 5.715 0.825
2 H -9.104 5.921 2.323
3 H -7.570 5.989 3.185
4 H -4.105 6.447 -0.620
5 Cu 3.141 -6.290 3.780
6 H -7.880 6.562 0.179
7 C -1.073 3.770 0.420
8 C 4.911 -6.146 0.021
9 H 2.739 1.029 -1.532
10 C 1.011 -0.204 -0.974
11 H 4.781 -6.384 -2.483
12 H 1.805 -3.632 -1.848
13 H 3.519 0.604 -4.257
14 C 1.110 0.556 0.346
15 C 4.317 -5.409 -2.326
16 H 0.004 2.837 2.020
17 H 1.728 -5.905 -1.440
18 H -2.993 3.653 1.380
19 H -4.924 5.230 1.990
20 H 4.887 -4.691 -2.917
21 H -2.824 6.386 1.679
22 C 4.717 -6.038 1.553
23 H 0.410 0.090 1.042
24 H 0.689 0.457 -3.374
25 H 5.981 -6.137 -0.196
26 H -5.652 7.422 2.058
27 C 2.536 -3.382 -1.064
28 H 4.551 -7.115 -0.334
29 H 0.003 -4.497 2.230
30 H 1.679 2.651 0.379
31 H 0.073 0.101 -1.457
32 I 0.783 -6.928 2.883
33 C 0.789 2.054 0.164
34 H 5.666 -6.151 2.079
35 H 4.944 -4.150 -0.706
36 C -2.156 4.360 1.325
37 N 2.976 -4.576 -0.335
38 H -1.752 4.457 2.338
39 C -4.016 5.601 0.067
40 N 1.695 0.573 -3.240
41 H 4.047 -6.856 1.863
42 C -7.496 6.811 1.175
43 C 4.294 -5.023 -0.829
44 H -5.675 7.573 0.311
45 H 2.379 -6.540 0.061
46 H 0.220 -4.377 -0.146
47 H -5.954 4.821 0.627
48 H 1.769 -4.572 2.009
49 H 2.686 -1.623 0.217
50 C 2.465 0.400 -4.441
51 C 1.920 -2.310 -0.158
52 H -1.936 6.195 0.187
53 C -5.243 5.566 0.998
54 H 0.536 2.264 -0.886
55 H 2.890 -0.625 -2.099
56 H 2.333 -0.654 -4.737
57 C 0.662 -5.279 0.292
58 H 2.072 1.039 -5.232
59 H -7.903 7.798 1.416
60 H 3.316 -5.458 -2.759
61 H -0.336 4.549 0.189
62 H -3.997 4.696 -0.553
63 C 0.821 -5.055 1.780
64 H 3.406 -2.952 -1.570
65 C -8.023 5.812 2.204
66 H -1.521 3.478 -0.539
67 H -0.063 -6.075 0.101
68 O 0.890 -1.602 -0.848
69 H 2.123 0.449 0.749
70 H -1.103 1.752 1.168
71 C 1.969 -5.635 -0.400
72 C -5.969 6.919 1.138
73 H -7.829 4.776 1.918
74 C -0.374 2.559 1.032
75 H 4.285 -5.059 1.808
76 H 1.470 -2.773 0.723
77 C 2.161 0.181 -1.935

DFT (ωB97M-V/def2-TZVPD) results for C48H37GdN11O2P as an isolated structure in a non-equilibrium geometry.

As for the charge: +2. The spin multiplicity is 8. Its relative energy (zero: lowest compared OMol25 entry of this formula, charge and spin) is 108.7 kJ/mol. Its expectation value of S² is 15.916.

Geometry (Å):
1 C 3.397 0.667 -7.154
2 H 2.901 1.920 -5.511
3 C -2.349 -2.142 0.109
4 N 3.104 0.226 -0.084
5 C 0.340 -3.121 3.172
6 H 5.452 3.151 -6.412
7 C 5.856 1.928 -3.242
8 C -0.385 -0.544 -2.481
9 O 0.658 -2.947 -0.206
10 C 5.145 1.074 0.223
11 C 0.940 1.314 -2.071
12 Gd 0.840 -0.681 0.440
13 C -1.351 -1.476 -1.850
14 H 5.098 5.205 -5.063
15 C 3.512 -1.236 -2.055
16 H 0.488 -0.856 6.034
17 H -0.429 -1.287 -4.484
18 C 2.683 0.989 -6.009
19 N 5.883 0.657 -5.093
20 C 6.307 -0.033 -1.700
21 H 3.717 -0.844 -3.054
22 C 0.016 -0.576 -3.811
23 C 1.766 3.608 -1.343
24 O 2.135 -2.192 1.197
25 H -0.330 -3.239 5.204
26 H 6.418 -1.105 -1.900
27 C -3.544 -1.218 4.587
28 C 0.382 -5.903 3.240
29 H -2.464 -2.001 1.181
30 H 5.717 3.074 -1.406
31 H 1.005 -5.802 1.189
32 N -2.960 -3.219 -1.901
33 C -3.611 0.052 5.139
34 H 4.181 1.316 -7.515
35 H 4.543 0.438 6.412
36 H -2.068 -2.558 -3.602
37 H -4.405 -1.868 4.626
38 C -2.377 -1.655 3.982
39 C 1.615 -0.762 4.209
40 C 3.727 0.088 5.798
41 C 5.656 3.075 -2.483
42 N 3.176 -0.421 -7.863
43 N 6.104 0.610 -2.960
44 N 5.173 0.205 -0.834
45 H 3.452 1.626 1.508
46 C -1.257 -0.827 3.960
47 H 2.142 2.051 -3.673
48 C 2.496 -0.193 6.368
49 C 5.365 4.230 -3.176
50 C 3.913 -0.074 4.434
51 C 0.736 -3.858 2.042
52 C 0.721 -5.243 2.068
53 N -1.466 -1.360 -0.507
54 N 0.957 2.004 0.220
55 H 2.350 -0.061 7.428
56 H 1.611 5.016 1.559
57 H 0.415 -6.981 3.278
58 H -3.805 -3.741 -0.114
59 P 0.273 -1.287 3.080
60 C 1.250 2.340 -1.055
61 H -0.212 -5.699 5.290
62 C 5.487 3.132 -5.336
63 C -0.018 -3.799 4.333
64 N 0.125 0.349 -1.619
65 C 1.700 0.104 -5.548
66 C 1.544 4.227 0.824
67 H 7.205 0.344 -1.196
68 C -2.508 0.892 5.090
69 C 1.431 1.301 -3.368
70 N 6.083 -0.100 -4.112
71 H -0.469 1.105 4.458
72 H -2.332 -2.645 3.541
73 H -4.525 0.394 5.598
74 C 1.444 -0.636 5.584
75 C 1.107 2.944 1.148
76 H 2.054 3.907 -2.342
77 H -2.560 1.884 5.511
78 H 4.060 -2.173 -1.952
79 C 2.233 -1.249 -7.462
80 C -3.097 -3.082 -0.597
81 H 0.878 2.660 2.169
82 H 4.880 0.120 3.993
83 H 2.439 -1.454 -1.964
84 H 0.745 -1.782 -6.043
85 H 6.015 1.600 0.561
86 C 1.022 0.297 -4.261
87 H 5.191 5.143 -2.626
88 H 2.994 -0.595 2.566
89 C 1.479 -1.045 -6.317
90 C -1.337 0.458 4.497
91 C 3.867 1.078 0.683
92 C 0.033 -5.184 4.373
93 N 1.908 4.528 -0.409
94 C 5.738 1.942 -4.654
95 C 1.225 -3.025 0.908
96 C 5.299 4.263 -4.576
97 C 2.854 -0.474 3.637
98 H 2.069 -2.122 -8.078
99 C 3.922 -0.278 -0.995
100 C -2.118 -2.425 -2.531

DFT (ωB97M-V/def2-TZVPD) results for an isolated ion of composition C6H13N2O and charge +1 in a non-equilibrium geometry.

As for the charge: +1. The spin multiplicity is 1. Its relative energy (zero: lowest compared OMol25 entry of this formula, charge and spin) is 729.6 kJ/mol.

Geometry (Å):
1 H 2.961 -0.545 -0.376
2 H -4.036 1.146 0.384
3 H -4.354 -0.404 -0.417
4 H 1.649 -1.938 -0.489
5 C 0.861 -0.297 1.418
6 H 1.622 -1.086 1.683
7 H -3.778 -0.409 1.189
8 C 0.498 1.221 -0.404
9 H 0.980 3.100 -1.029
10 H -0.682 -0.557 -1.641
11 N 1.322 2.091 -0.847
12 C -0.520 -0.873 -0.625
13 H -0.171 -0.485 1.625
14 N -2.464 0.228 -0.295
15 C 0.829 -0.134 -0.137
16 C 2.005 -0.996 -0.787
17 H -0.327 -1.925 -0.633
18 C -3.740 0.128 0.286
19 H 1.175 0.683 1.876
20 H 2.027 -0.628 -1.825
21 H 2.343 1.923 -0.986
22 O -1.655 -0.672 0.091

DFT (ωB97M-V/def2-TZVPD) results for a 3-piece molecular cluster, C21H38N2O5 overall in a non-equilibrium geometry.

The spin multiplicity is 1. Its relative energy (zero: lowest compared OMol25 entry of this formula, charge and spin) is 50.1 kJ/mol. Its structure (SMILES) is C#C[C@H]1OC(=O)O[C@]1(CCC)CCCCCCC.CNC(C)=O.CNC(C)=O.

Geometry (Å):
1 H -4.707 3.514 -0.898
2 H -4.118 0.510 0.831
3 C -0.810 -2.097 2.173
4 C -3.364 0.595 0.037
5 H 5.783 -4.321 1.081
6 C -3.963 1.463 -1.094
7 H 4.746 -0.598 0.894
8 C -0.224 1.151 -1.295
9 O 1.828 2.482 -1.530
10 C 0.475 0.320 -2.397
11 H -3.328 3.127 0.150
12 H 0.996 -0.982 2.333
13 C -3.732 3.008 -0.863
14 C -0.064 -1.149 -2.360
15 H -1.237 1.368 -1.665
16 H 3.058 -2.112 -0.060
17 H -3.688 -1.601 0.028
18 O 2.691 -4.256 0.895
19 H 0.265 -4.475 2.840
20 H -3.400 4.453 -2.443
21 C 3.747 -3.643 0.995
22 H -2.545 2.930 -2.743
23 O -1.467 -1.115 1.850
24 H 0.270 0.698 -3.410
25 O 3.561 1.283 -0.606
26 H 1.228 -2.645 1.767
27 H -0.270 3.306 -2.950
28 C -0.797 -4.579 2.643
29 H 5.348 -1.349 -0.595
30 H 0.873 -2.316 3.488
31 H -3.320 -0.921 -1.570
32 H -1.494 5.292 -1.605
33 H 0.629 -1.763 -2.952
34 C 0.669 -2.012 2.461
35 N -1.404 -3.312 2.280
36 H 4.663 -5.182 2.144
37 C 5.042 -1.541 0.434
38 H 5.875 -1.966 0.984
39 H 0.067 -1.490 -1.321
40 C 4.928 -4.205 1.748
41 H -1.099 -1.231 -2.695
42 H -5.049 1.339 -1.205
43 H -2.440 1.012 0.447
44 C 2.538 1.876 -0.552
45 C 0.788 2.891 0.413
46 N 3.886 -2.422 0.425
47 C -0.172 3.640 -1.911
48 H -1.534 4.184 -0.246
49 H -1.292 -4.967 3.535
50 H -2.391 -3.295 2.074
51 C -1.493 4.222 -1.338
52 H -0.941 -5.288 1.826
53 H -2.031 -1.074 -0.369
54 H -1.672 3.402 3.101
55 C -0.262 2.795 1.438
56 H 5.193 -3.552 2.581
57 O 1.904 2.028 0.678
58 C -2.823 3.652 -1.963
59 H -0.352 0.534 -0.394
60 H 0.577 4.448 -1.894
61 H -3.472 1.164 -2.032
62 C -1.055 3.114 2.279
63 C 0.442 2.524 -1.028
64 H 1.560 0.234 -2.279
65 H 1.230 3.897 0.341
66 C -3.089 -0.848 -0.497